Record 1
A gas-phase ion, C7H19N3O2 (charge +2) in a non-equilibrium geometry. Source: the Open Molecules 2025 dataset; level of theory: ωB97M-V with the def2-TZVPD basis set.

Last column: natural (NBO) charge in e.
Element x y z (Å)
C (1.349, 1.519, -1.819)  -0.4286
N (0.214, 2.371, -1.274)  -0.3423
C (-0.520, 2.785, -2.429)  -0.4659
C (-0.579, 1.559, -0.278)  -0.2349
C (0.006, 1.134, 0.962)  -0.2845
N (-0.735, -0.030, 1.490)  -0.1393
C (-0.162, -0.706, 2.681)  0.0497
O (0.613, -1.696, 2.163)  -0.4767
C (0.043, -2.077, 0.928)  0.6923
C (0.996, -2.528, -0.144)  -0.7000
N (-1.087, -3.219, 1.288)  -0.8075
O (-0.782, -1.069, 0.441)  -0.4128
H (0.661, 0.767, -2.260)  0.2113
H (1.926, 1.953, -2.660)  0.2736
H (1.968, 0.966, -1.043)  0.2418
H (0.577, 3.206, -0.710)  0.4516
H (-1.187, 1.957, -2.793)  0.2505
H (-1.292, 3.560, -2.317)  0.2679
H (0.215, 3.292, -3.082)  0.2596
H (-1.448, 2.219, -0.120)  0.2537
H (-0.746, 0.720, -0.998)  0.2355
H (1.007, 0.848, 0.874)  0.1984
H (-0.080, 1.808, 1.909)  0.2646
H (0.472, -0.024, 3.396)  0.2505
H (-0.938, -1.143, 3.253)  0.1867
H (1.812, -1.693, -0.428)  0.2681
H (0.464, -2.706, -1.162)  0.2690
H (1.646, -3.365, 0.213)  0.2784
H (-1.921, -2.581, 1.323)  0.4544
H (-1.124, -3.895, 2.098)  0.4715
H (-1.366, -3.933, 0.499)  0.4636

As for the structure (SMILES): C[NH+](C)CCN1CO[C@@](C)([NH3+])O1. As for the energy relative to the best compared isomer or geometry (same formula, charge and spin): 14.8 kcal/mol. As for the net charge: +2.

***

Record 2
3 unconnected molecules or ions with the total composition C7H19N4O in a non-equilibrium geometry. Source: the Open Molecules 2025 dataset; level of theory: ωB97M-V with the def2-TZVPD basis set.

Last column: natural (NBO) charge in e.
Element x y z (Å)
C (-0.365, 0.118, -1.334)  -0.1734
C (0.756, -0.461, -0.991)  0.4455
C (-1.531, -0.647, -1.857)  -0.6227
C (-1.897, 1.895, -0.350)  -0.6417
C (-0.617, 2.484, -2.422)  -0.5893
C (-0.607, 1.658, -1.063)  -0.2003
C (1.690, -2.880, 2.112)  0.3873
N (2.651, -2.164, 1.647)  -0.7412
N (0.436, -2.633, 1.844)  -0.7067
N (-0.048, 0.034, 1.913)  -0.5313
N (1.823, -0.902, -0.516)  -0.7212
O (1.184, 0.623, 1.523)  -0.6115
H (-2.332, -0.333, -1.094)  0.2130
H (-1.966, -0.460, -2.827)  0.2396
H (-1.449, -1.685, -1.831)  0.2243
H (-1.913, 2.617, 0.521)  0.2249
H (-2.248, 1.017, 0.103)  0.2033
H (-2.634, 2.312, -0.931)  0.2328
H (0.334, 2.410, -2.970)  0.2199
H (-1.475, 2.276, -2.968)  0.2129
H (-0.588, 3.438, -1.963)  0.2155
H (0.239, 1.952, -0.459)  0.2018
H (1.840, -3.615, 2.944)  0.2165
H (3.622, -2.322, 1.709)  0.4306
H (1.171, 1.674, 1.613)  0.4688
H (0.236, -1.924, 1.171)  0.4387
H (-0.271, -3.093, 2.302)  0.4161
H (-0.254, 0.246, 2.884)  0.3482
H (-0.625, 0.665, 1.339)  0.3554
H (2.582, -0.988, -1.136)  0.3871
H (2.257, -1.312, 1.088)  0.4572

As for the energy relative to the best compared isomer or geometry (same formula, charge and spin): 105.7 kcal/mol. As for the net charge: +1.

***

Record 3
3 unconnected molecules or ions with the total composition C7H19NO2. Source: the Open Molecules 2025 dataset; level of theory: ωB97M-V with the def2-TZVPD basis set.

Last column: natural (NBO) charge in e.
Element x y z (Å)
C (1.674, -1.047, -1.882)  -0.4001
C (1.368, -1.258, -0.610)  0.0158
C (2.353, -0.931, 0.491)  -0.6574
C (0.016, -1.803, -0.209)  -0.4409
C (-1.124, -0.820, -0.501)  -0.3871
C (-1.027, 0.462, 0.341)  -0.0502
C (-1.645, 0.239, 1.720)  -0.6334
N (-1.643, 1.580, -0.379)  -0.8552
H (2.624, -0.613, -2.167)  0.1998
H (0.995, -1.265, -2.700)  0.1920
H (1.922, -1.084, 1.480)  0.2005
H (2.691, 0.103, 0.429)  0.2256
H (3.242, -1.558, 0.415)  0.2304
H (-0.197, -2.721, -0.766)  0.2245
H (0.001, -2.082, 0.847)  0.2019
H (-2.099, -1.283, -0.322)  0.2019
H (-1.096, -0.535, -1.554)  0.2087
H (0.034, 0.707, 0.448)  0.1722
H (-2.725, 0.108, 1.630)  0.2048
H (-1.265, -0.664, 2.209)  0.2070
H (-1.466, 1.071, 2.403)  0.2196
H (-2.642, 1.435, -0.496)  0.3636
H (-1.492, 2.459, 0.102)  0.3691
O (1.188, 1.954, 2.864)  -0.9291
H (0.850, 1.806, 1.974)  0.4638
H (1.405, 1.069, 3.180)  0.4683
O (-0.534, 1.873, -3.191)  -0.9646
H (-0.763, 1.826, -2.246)  0.4918
H (-0.648, 0.972, -3.511)  0.4566

As for the structure (SMILES): C=C(C)CC[C@H](C)N.O.O. As for the energy relative to the best compared isomer or geometry (same formula, charge and spin): 0.8 kcal/mol. As for the net charge: 0.

***

Record 4
2 unconnected molecules or ions with the total composition C7H19O7P2. Source: the Open Molecules 2025 dataset; level of theory: ωB97M-V with the def2-TZVPD basis set.

Last column: natural (NBO) charge in e.
Element x y z (Å)
O (-1.930, -2.021, 0.767)  -1.1717
P (-1.993, -2.815, 2.040)  1.6046
C (-1.474, -4.466, 1.945)  -1.5548
P (-0.820, -5.197, 3.355)  2.3361
O (-1.037, -4.573, 4.672)  -1.1302
O (0.782, -5.471, 3.162)  -0.9999
O (-1.368, -6.742, 3.333)  -1.0127
H (-1.325, -2.153, 3.102)  -0.1383
H (-3.300, -2.794, 2.590)  -0.1500
H (-0.852, -4.562, 1.053)  0.2459
H (0.979, -5.705, 2.252)  0.4798
H (-1.973, -6.796, 2.585)  0.4967
C (0.686, 5.865, -1.517)  -0.2422
O (0.639, 4.477, -1.723)  -0.5404
C (1.912, 3.934, -2.009)  -0.0870
C (1.892, 2.423, -1.916)  -0.0941
O (1.919, 1.944, -0.586)  -0.5457
C (0.646, 1.780, 0.039)  -0.0922
C (-0.045, 0.483, -0.305)  -0.1011
O (-0.608, 0.562, -1.606)  -0.5624
C (-0.986, -0.715, -2.090)  -0.2582
H (1.060, 6.394, -2.404)  0.1562
H (-0.329, 6.201, -1.309)  0.1905
H (1.330, 6.122, -0.668)  0.1620
H (2.655, 4.326, -1.300)  0.1655
H (2.223, 4.226, -3.024)  0.1560
H (2.812, 2.062, -2.384)  0.1777
H (1.036, 2.021, -2.464)  0.2088
H (-0.005, 2.627, -0.193)  0.1873
H (0.851, 1.778, 1.111)  0.1869
H (-0.823, 0.259, 0.432)  0.2081
H (0.680, -0.341, -0.260)  0.1721
H (-0.104, -1.355, -2.218)  0.1532
H (-1.457, -0.561, -3.061)  0.1690
H (-1.671, -1.216, -1.402)  0.2245

As for the net charge: -1.

***

Record 5
A molecular structure, C7H20CaN3O in a non-equilibrium geometry. Source: the Open Molecules 2025 dataset; level of theory: ωB97M-V with the def2-TZVPD basis set.

Last column: natural (NBO) charge in e.
Element x y z (Å)
C (-1.651, -2.467, 0.973)  -1.4590
Ca (-0.105, -0.885, 0.310)  0.9424
N (0.440, 1.804, -1.299)  -1.2307
H (1.932, 0.010, 0.494)  -0.1013
H (-0.457, 1.752, -1.776)  0.3576
H (1.690, 0.536, -0.030)  -0.0190
H (-1.453, -3.310, 0.302)  0.1898
H (-2.696, -2.163, 0.875)  0.1863
H (-1.479, -2.798, 2.014)  0.1849
H (0.471, 2.697, -0.799)  0.3179
H (1.171, 1.832, -2.015)  0.3586
C (-3.528, 1.364, -2.013)  -0.4535
N (-3.410, 1.822, -0.640)  -0.4351
C (-4.094, 3.043, -0.262)  -0.3681
C (-4.119, 3.145, 1.239)  -0.4574
C (-2.748, 2.962, 1.831)  -0.3476
N (-2.233, 1.689, 1.380)  -0.4467
C (-1.080, 1.108, 2.089)  -0.4444
C (-2.481, 1.247, 0.124)  0.7609
O (-1.798, 0.263, -0.350)  -0.8672
H (-2.628, 1.627, -2.596)  0.1807
H (-4.405, 1.844, -2.465)  0.1976
H (-3.656, 0.272, -2.064)  0.2229
H (-3.582, 3.918, -0.698)  0.1543
H (-5.092, 2.986, -0.708)  0.1913
H (-4.783, 2.382, 1.647)  0.2010
H (-4.526, 4.121, 1.503)  0.2146
H (-2.783, 2.941, 2.922)  0.1938
H (-2.073, 3.777, 1.521)  0.1505
H (-0.126, 1.258, 1.516)  0.1721
H (-0.943, 1.625, 3.044)  0.2242
H (-1.262, 0.031, 2.320)  0.2287

As for the energy relative to the best compared isomer or geometry (same formula, charge and spin): 8.0 kcal/mol. As for the net charge: -1.

***

Record 6
A molecular structure, C7H20F9N8O15S3Y in a non-equilibrium geometry. Source: the Open Molecules 2025 dataset; level of theory: ωB97M-V with the def2-TZVPD basis set.

Last column: Löwdin spin population.
Element x y z (Å)
Y (-0.002, -0.227, -0.178)  -0.0028
C (-2.313, 3.973, -0.063)  0.0000
F (-3.155, 4.776, 0.496)  0.0000
F (-2.607, 3.984, -1.406)  0.0000
F (-1.060, 4.392, 0.280)  0.0000
S (-2.629, 2.157, 0.668)  0.0000
O (-3.950, 1.646, 0.176)  0.0000
O (-1.572, 1.247, 0.266)  0.0002
O (-2.642, 2.330, 2.111)  0.0000
C (2.383, 3.369, 1.801)  -0.0046
F (3.373, 4.253, 2.079)  -0.0011
F (1.861, 2.885, 2.906)  -0.0011
F (1.494, 3.950, 1.074)  -0.0008
S (3.064, 1.740, 0.861)  -0.0226
O (4.186, 1.227, 1.732)  0.1729
O (1.969, 0.838, 0.664)  0.0835
O (3.491, 2.322, -0.418)  0.1974
C (4.397, -0.684, -2.205)  -0.0053
F (4.535, -0.816, -0.863)  -0.0017
F (4.442, 0.551, -2.595)  -0.0015
F (5.281, -1.369, -2.894)  -0.0015
S (2.646, -1.262, -2.544)  -0.0315
O (2.289, -0.721, -3.860)  0.2675
O (2.661, -2.723, -2.519)  0.1713
O (1.744, -0.689, -1.541)  0.1585
O (1.459, -1.727, 1.093)  0.0042
H (1.937, -1.533, 1.899)  -0.0002
H (1.625, -2.656, 0.932)  0.0000
O (-1.362, -0.548, -2.198)  -0.0004
H (-1.307, -0.709, -3.140)  -0.0001
H (-2.290, -0.375, -2.038)  0.0000
C (-2.830, -2.161, 1.285)  0.0000
O (-1.989, -1.460, 0.717)  0.0000
N (-2.565, -3.329, 1.761)  0.0000
N (-4.048, -1.812, 1.617)  0.0000
H (-1.620, -3.679, 1.826)  0.0000
H (-3.347, -3.768, 2.225)  0.0000
H (-4.176, -0.959, 1.092)  0.0000
H (-4.708, -2.289, 2.215)  0.0000
C (-0.449, 0.146, 3.430)  0.0001
O (-0.316, 0.142, 2.234)  0.0013
N (-1.490, 0.656, 4.077)  0.0001
N (0.373, -0.473, 4.229)  0.0000
H (-2.176, 1.241, 3.622)  0.0000
H (-1.499, 0.598, 5.085)  0.0000
H (1.229, -0.856, 3.854)  -0.0001
H (0.119, -0.642, 5.192)  0.0000
C (-0.395, -3.638, -1.366)  0.0000
O (-0.141, -2.502, -1.081)  0.0001
N (-1.496, -3.933, -2.037)  0.0000
N (0.338, -4.636, -0.991)  0.0006
H (-2.079, -3.127, -2.214)  0.0000
H (-1.757, -4.889, -2.234)  0.0000
H (1.205, -4.456, -0.506)  -0.0001
H (0.185, -5.482, -1.522)  0.0000
C (0.360, 2.371, -2.520)  0.0006
O (0.111, 1.721, -1.545)  0.0100
N (1.348, 3.202, -2.542)  0.0074
N (-0.349, 2.448, -3.522)  -0.0003
H (1.359, 3.812, -3.346)  0.0002
H (2.025, 3.260, -1.795)  -0.0002
H (-1.154, 1.839, -3.567)  0.0000
H (-0.013, 3.056, -4.255)  0.0000

Its multiplicity is 2. Its expectation value of S² is 0.760. As for the net charge: +1.

***

Number 1: DFT total energy -16112.43096 eV. Number 2: DFT total energy -15564.96142 eV. Number 3: DFT total energy -13151.95508 eV. Number 4: DFT total energy -40479.82797 eV. Number 5: DFT total energy -32536.52231 eV. Number 6: DFT total energy -108222.63550 eV.